# C36H28N6O3PRuS2

C36H28N6O3PRuS2 as an isolated structure (ωB97M-V/def2-TZVPD, OMol25).

Geometry as XYZ:
```
77
Properties=species:S:1:pos:R:3:forces:R:3
C 5.4995 0.2304 -0.9603 0.00 -0.01 0.01
C 0.5597 3.1063 2.8895 -0.02 -0.07 0.04
C 4.8533 2.2578 3.1280 -0.02 0.01 -0.02
C -1.4905 4.2108 -4.1117 0.00 0.00 0.00
H 1.8339 -2.6253 3.0282 0.02 0.02 0.02
C 5.6550 1.3454 -1.7211 0.01 0.01 -0.01
H 4.7624 3.2326 -2.2575 0.00 0.00 0.00
N 0.8359 1.1199 -1.7646 0.14 0.19 -0.06
C 1.4060 -1.1331 4.5098 -0.01 -0.01 0.00
C 0.8938 4.0929 1.9623 0.01 0.06 -0.08
H 5.6962 2.5520 2.5104 0.00 0.00 0.00
H -6.0459 4.2959 -0.8012 0.00 0.00 0.00
C 3.0699 -0.9009 2.7869 0.03 0.07 0.03
C -1.5175 3.2768 -5.1387 0.00 0.00 0.00
N -0.3982 -0.4105 0.2030 0.12 -0.06 -0.10
H -1.5940 4.5284 -1.9970 0.00 0.00 0.00
C 3.3461 1.0539 -0.0569 0.06 0.10 0.09
O 4.4500 0.9787 2.6500 0.05 -0.06 0.06
C 0.3836 -1.4122 0.6466 -0.05 0.04 -0.05
C 2.7488 0.8661 4.3752 0.01 0.00 0.06
H -5.8523 5.0780 1.5355 0.00 0.00 0.00
C -3.9330 4.1761 1.8426 -0.01 0.01 0.00
H 5.1242 -1.8609 0.2907 0.00 0.01 0.00
C -5.1701 4.0483 -0.2168 0.00 -0.01 -0.01
C -1.6007 3.7941 -2.7951 0.00 -0.01 0.00
C -4.1521 3.3020 -0.7869 -0.01 -0.02 0.01
H 6.2468 -0.5537 -0.9892 0.00 0.00 -0.01
N 0.6662 3.6160 5.4189 0.03 -0.04 0.03
H -3.0886 -2.2040 -0.6963 0.00 0.00 0.00
O 2.0094 -0.4544 -3.0973 0.01 -0.02 -0.01
H 2.7838 2.9563 -0.8880 0.01 -0.01 -0.01
C 3.4289 0.3617 3.2720 0.01 0.02 -0.03
S 0.7228 3.8327 0.3070 0.01 -0.23 -0.13
C 2.0756 -1.6392 3.4097 0.04 -0.01 0.08
H 3.0093 1.8344 4.7768 0.00 0.00 0.01
H -1.8173 0.4456 -3.3120 0.01 0.00 0.00
C -2.1004 -2.0058 -0.3051 -0.02 0.01 0.00
C 1.7504 0.1211 4.9877 0.03 0.05 -0.03
C -5.0599 4.4868 1.0961 0.00 0.00 0.01
C 1.4313 0.3190 -2.4186 -0.02 0.05 -0.01
H 1.2438 0.5338 5.8491 -0.01 0.02 0.02
H 0.6362 -3.4976 1.0042 0.00 -0.01 -0.01
H -3.8424 4.5241 2.8628 0.00 0.00 0.00
C -1.6478 1.9257 -4.8510 -0.01 0.00 0.00
S -0.0481 1.6225 2.3897 0.09 0.16 -0.23
N 3.8131 -1.5415 1.7545 0.05 -0.03 0.07
H -1.6515 -4.0400 0.1386 0.00 0.00 0.00
C -3.0179 2.9782 -0.0377 0.01 -0.03 0.05
H -1.4355 3.6037 -6.1667 0.00 0.00 0.00
C -1.7454 1.5026 -3.5344 -0.01 0.00 0.00
C -0.0231 -2.7221 0.6439 -0.03 0.01 -0.02
C -1.6165 -0.6953 -0.2764 0.00 0.00 0.02
H -4.2345 2.9851 -1.8192 0.00 0.00 0.00
H 6.5110 1.4649 -2.3688 0.00 -0.01 0.00
C -1.7311 2.4369 -2.5051 -0.01 0.03 0.01
N 1.6457 6.4387 2.7333 0.00 -0.01 0.01
C 4.3902 0.0695 -0.0779 -0.02 0.00 0.01
H -3.3133 0.1595 -1.0315 0.00 0.00 -0.02
O 2.2797 0.8702 0.6565 -0.09 -0.08 -0.22
Ru 0.3352 1.5879 0.1293 -0.25 -0.06 0.73
H 4.0255 -2.5020 1.9860 0.01 0.00 0.00
H 0.6335 -1.7153 4.9917 0.00 0.00 0.00
H -1.6632 1.1986 -5.6517 0.00 0.00 0.00
H -2.0412 3.1808 1.8652 0.00 0.00 0.00
C -1.2956 -3.0186 0.1582 0.01 -0.02 0.01
C 4.6604 2.3393 -1.6538 0.01 0.01 -0.01
N -2.3687 0.3588 -0.7376 0.01 0.00 0.01
C 1.2996 5.3956 2.3982 -0.01 0.01 -0.01
H 5.1622 2.2074 4.1731 0.01 0.00 0.00
P -1.7438 1.9353 -0.7770 0.00 0.00 -0.14
C 3.5486 2.1975 -0.8694 -0.02 -0.06 0.03
H 4.0466 2.9861 3.0144 -0.01 0.00 0.01
H -1.3893 5.2641 -4.3362 0.00 0.00 0.00
C -2.9164 3.4210 1.2784 0.01 0.03 -0.03
H 1.3556 -1.0987 1.0002 -0.10 -0.01 -0.09
C 0.6236 3.3928 4.2926 -0.01 -0.04 -0.03
C 4.4348 -1.1131 0.6714 -0.06 0.00 -0.07
```
Positions in Å, forces in eV/Å.

Calculated values
Charge   +1
Energy above the lowest of the compared OMol25 structures with the same formula, charge and spin   0.270 eV
HOMO (spin up / spin down)   -0.398 / -0.397 hartree
Calculated total energy   -86406.9208 eV
LUMO level (spin up / spin down)   -0.1950 / -0.1735 Eh

Charge distribution, Mulliken scheme, values in e: C -1.04; C 0.70; C -1.00; C -0.81; H 0.49; C -1.07; H 0.46; N -0.46; C -0.97; C 1.25; H 0.28; H 0.43; C 0.07; C -0.50; N 0.79; H 0.43; C 1.01; O -0.42; C -1.01; C -0.74; H 0.41; C -0.86; H 0.44; C -0.71; C -0.24; C -0.63; H 0.35; N -0.45; H 0.52; O -0.64; H 0.14; C 0.88; S -0.30; C -0.06; H 0.59; H 0.41; C -1.04; C -0.86; C -0.57; C 0.68; H 0.47; H 0.51; H 0.46; C -0.77; S -0.21; N 0.19; H 0.44; C 0.68; H 0.40; C -0.57; C -0.80; C 0.10; H 0.42; H 0.40; C 0.29; N -0.41; C 1.16; H 0.29; O 0.87; Ru -0.24; H 0.36; H 0.43; H 0.43; H -0.05; C -0.69; C -0.63; N 0.11; C -0.31; H 0.41; P 1.98; C -0.69; H 0.33; H 0.43; C -0.26; H 0.79; C -0.66; C -0.66